1.
DFT (ωB97M-V with the def2-TZVPD basis set) results for a molecular structure, C35H33BrN5OPd.

LUMO energy   2.277 eV
Kohn-Sham gap   6.445 eV
Charge   -1

XYZ file:
```
76
C35H33BrN5OPd ωB97M-V with the def2-TZVPD basis set
Pd -0.0835 1.1876 -0.4770
Br 2.3688 -6.1539 6.3680
O -0.7778 0.4462 1.6231
N -0.6734 3.3218 -1.2848
N 2.1116 1.3066 -1.7428
N -2.5457 -5.4583 2.9350
N -0.9480 -1.1098 -0.6482
N -2.7662 -4.6579 1.9913
C 5.4832 -0.0600 -1.5467
C 0.8107 -5.8829 5.2949
C 1.4856 2.3930 -1.4034
C 3.2898 0.8687 -1.1695
C -1.4037 -1.5758 0.5235
C -2.6526 1.2418 -2.0045
C -2.0138 -2.8480 0.6375
C -1.3509 5.9391 -0.8393
C 3.4817 0.7252 0.2219
C 4.2842 0.4030 -2.0517
C -4.5563 4.4918 -2.2542
C -4.2279 3.1524 -2.3276
C -1.1878 -0.7309 1.7047
C 2.0449 3.5129 -0.5509
C -1.1125 -1.8296 -1.7370
C -3.6226 5.3969 -1.7762
C -1.9718 3.6460 -1.6298
C -0.0167 2.2479 -3.4670
C 4.6963 0.2352 0.6857
C 4.0353 0.4247 -3.5315
C -1.7703 -3.0638 -1.7375
C -2.9482 2.7069 -2.0216
C 5.7089 -0.1220 -0.1816
C -2.2090 -3.5825 -0.5451
C -1.4657 -1.3451 2.9602
C -0.4394 -6.0658 5.8601
C -2.2479 -3.4074 1.9314
C -0.1641 -5.2587 3.2168
C -1.4534 -5.4434 3.7563
C 0.1608 2.6283 -2.0160
C 2.3970 0.9993 1.2197
C -1.5631 -5.8643 5.0901
C 0.9579 -5.4868 3.9758
C -2.3488 4.9880 -1.4300
C -1.9168 -2.6293 3.0597
H 2.5611 1.9410 1.7519
H 1.5275 3.5452 0.4103
H -1.8099 1.0508 -1.2863
H 3.0358 0.0501 -3.7386
H 4.7638 -0.1952 -4.0514
H 1.3907 1.0443 0.7283
H -1.8930 -3.6171 -2.6564
H -2.5444 -6.0025 5.5169
H -0.8110 5.4377 -0.0387
H 6.2562 -0.3882 -2.2292
H -3.8965 6.4379 -1.6644
H -0.9220 2.6896 -3.8788
H 4.0881 1.4391 -3.9275
H -3.5287 0.6790 -1.6834
H -0.0536 1.1636 -3.5722
H -2.6711 -4.5573 -0.4789
H 1.8733 4.4628 -1.0529
H -2.1032 -3.0457 4.0421
H -0.5245 -6.3829 6.8895
H -0.6131 6.2499 -1.5794
H -5.5434 4.8323 -2.5381
H 1.9401 -5.3650 3.5426
H -2.3626 0.8703 -2.9908
H -0.6940 -1.4215 -2.6523
H -1.2981 -0.7494 3.8474
H 6.6581 -0.4763 0.1960
H -0.0583 -4.9521 2.1855
H 2.3694 0.2026 1.9655
H 4.8433 0.1398 1.7538
H -1.8419 6.8240 -0.4396
H -4.9753 2.4301 -2.6318
H 0.8443 2.6040 -4.0312
H 3.1128 3.3753 -0.3895
```

2.
DFT (ωB97M-V with the def2-TZVPD basis set) results for a molecular structure, C20H34BrInN2Si3.

LUMO energy   -7.821 eV
Kohn-Sham gap   7.523 eV
Charge   +2

XYZ file:
```
61
C20H34BrInN2Si3 ωB97M-V with the def2-TZVPD basis set
In 0.1387 -0.1454 -1.2274
Br 0.7005 -1.4901 -3.8896
Si 1.2203 2.2988 0.5120
Si 2.6821 -0.6596 0.9448
Si -0.4192 -0.0940 2.0338
N -1.4949 -1.6622 -2.2656
N -0.7284 2.0354 -1.5219
C -2.3257 -4.1948 -2.9497
C -2.5895 -2.1780 -1.7178
C -1.2077 -3.6455 -3.5567
C 2.7601 2.7675 -0.5025
C -3.0588 -3.4539 -2.0214
C -2.0165 3.7263 -2.5712
C 3.6725 0.0722 2.3912
C -1.0596 -1.8681 1.7415
C -1.9068 1.0238 1.6099
C -0.1806 2.9100 -0.6821
C 2.2338 -2.5003 1.1344
C -1.4476 4.6677 -1.7251
C -4.2630 -3.9995 -1.3419
C 3.6331 -0.5993 -0.7071
C 1.0469 0.4073 0.8557
C 1.1297 3.2109 2.1753
C 0.2017 0.0129 3.8278
C -1.6215 2.4087 -2.4320
C -0.8369 -2.3734 -3.1698
C -0.5294 4.2543 -0.7701
H -4.0462 -4.1827 -0.2897
H 3.6838 2.4782 -0.0133
H -2.0266 1.6243 -3.0629
H 3.1411 0.0142 3.3333
H -0.0841 4.9786 -0.1065
H 3.9274 0.3967 -1.0160
H -0.3494 -2.6302 2.0367
H -2.2512 0.8451 0.5887
H 3.9450 1.1076 2.2210
H 1.2964 4.2727 2.0265
H 2.7962 3.8468 -0.6281
H 3.1330 -3.1041 1.0556
H -3.0973 -1.5403 -1.0018
H -1.3271 -2.0441 0.6993
H -4.5804 -4.9342 -1.7934
H -0.6360 -0.1613 4.4969
H 1.9135 2.8630 2.8390
H 0.6299 0.9735 4.0874
H -2.6221 -5.2031 -3.1943
H 4.5431 -1.1861 -0.6196
H -0.6382 -4.1902 -4.2920
H 0.9393 -0.7562 4.0334
H -5.0884 -3.2917 -1.3789
H -1.6947 2.0829 1.7077
H -1.9511 -2.0236 2.3428
H 3.0490 -1.0517 -1.5119
H -2.7412 4.0087 -3.3188
H 0.1807 3.0939 2.6872
H 1.7834 -2.7413 2.0895
H 1.5581 -2.8280 0.3426
H -1.7177 5.7092 -1.8139
H 2.7420 2.3298 -1.5009
H 4.5928 -0.4911 2.5052
H -2.7362 0.8029 2.2746
```

3.
DFT (ωB97M-V with the def2-TZVPD basis set) results for 2 unconnected molecules or ions with the total composition C5H12NS.

LUMO energy   3.845 eV
Relative energy (zero: lowest compared OMol25 entry of this formula, charge and spin)   35.5 kcal/mol
Kohn-Sham gap   6.181 eV
Charge   -1

XYZ file:
```
19
C5H12NS ωB97M-V with the def2-TZVPD basis set
S -0.4766 1.2349 1.8800
N -1.3314 -1.0173 -1.8532
C 0.0141 1.0458 -1.6373
C -0.8375 0.0215 -0.9008
C 1.1134 0.6156 2.3723
C -2.2777 -1.7630 -1.4074
C 1.7873 -0.1925 1.2494
H -2.6920 -2.4396 -2.1708
H -0.3192 -0.3966 -0.0447
H 2.7652 -0.6396 1.4551
H 1.8533 0.4406 0.3396
H 1.7725 1.5085 2.6065
H -1.7103 0.4693 -0.4585
H 1.0687 -1.0527 1.0850
H 0.9225 0.4983 -2.1246
H 0.4691 1.7517 -0.9779
H -0.5704 1.5202 -2.4002
H 1.0527 0.0048 3.3086
H -2.6035 -1.6099 -0.3213
```

4.
DFT (ωB97M-V with the def2-TZVPD basis set) results for 2 unconnected molecules or ions with the total composition C23H42ClINO6PS.

LUMO energy   -2.297 eV
Kohn-Sham gap   3.916 eV

XYZ file:
```
76
C23H42ClINO6PS ωB97M-V with the def2-TZVPD basis set
I 4.5640 -4.0787 2.0605
Cl -0.6197 -2.7466 -1.3287
S 2.7270 -1.1934 2.4020
P 0.0792 -1.1929 0.0748
O 0.0392 0.0719 -1.0593
O 1.7688 -1.5593 -0.1605
O -1.9184 -0.0363 -2.7846
O -0.0236 -2.4732 1.2520
O 0.2425 6.7987 0.6362
O -2.1352 0.5515 0.3642
N -0.3361 7.7560 -1.3211
C -0.6566 -0.1439 -3.4105
C -1.0265 2.5747 0.5921
C -1.6776 -0.7525 0.7373
C 0.5222 -0.1674 -2.3567
C 2.2959 -2.2590 0.8968
C -0.5139 3.6370 1.2980
C -1.9067 -6.2555 2.6610
C 5.0972 -3.5966 -1.5157
C 3.6945 -3.5757 -0.8617
C -3.6582 -1.8007 -2.7905
C -0.7108 3.6575 2.6765
C -0.2489 7.7764 0.1861
C 1.1614 -4.6287 0.7594
C -1.7255 1.5436 1.1973
C 1.1498 -3.2228 1.3874
C -1.4291 2.6568 3.2754
C -0.7953 8.9407 0.9372
C -0.0850 -5.5039 1.0984
C 0.5218 8.7716 -2.0122
C -0.8369 -5.1340 2.3894
C -1.9465 1.5868 2.5639
C 3.6737 -2.8582 0.4989
C -2.9629 -0.6325 -3.5395
H -2.6319 -0.9634 -4.5331
H -1.3144 7.9018 -1.5843
H -0.7909 8.7045 1.9970
H 4.3610 -2.0053 0.4120
H 1.1674 -1.0405 -2.4868
H 0.2941 -6.5312 1.2468
H 0.5193 -0.2245 1.0375
H -1.6656 -6.8657 3.5368
H 0.3168 8.7099 -3.0777
H -0.8738 2.5456 -0.4856
H 3.4299 -4.6267 -0.6887
H -2.8889 -5.7836 2.8008
H -0.5433 -1.0551 -4.0171
H 5.5638 -2.6080 -1.5638
H -0.1783 9.8245 0.7659
H 2.0723 -5.1885 0.9922
H -1.6233 -0.9040 1.8225
H -1.8210 9.1445 0.6211
H 1.1532 -4.4905 -0.3319
H -0.2779 4.4803 3.2452
H 2.9685 -3.1557 -1.5660
H 1.1418 0.7105 -2.6300
H -4.7365 -1.7217 -2.9936
H -2.0022 -6.8558 1.7477
H 1.5638 8.5334 -1.8165
H -3.4483 -1.7990 -1.7208
H -1.4230 -4.2289 2.2014
H 2.0974 -1.7640 3.4461
H 1.2721 -3.4179 2.4651
H 0.0479 4.3923 0.7403
H -0.5390 0.7550 -4.0461
H -2.4876 0.7840 3.0568
H -0.7355 -5.5577 0.2177
H -0.0474 6.8017 -1.5604
H -3.3471 -2.7434 -3.2591
H -3.7327 0.1486 -3.6712
H -0.1692 -5.0145 3.2477
H 4.9842 -4.0498 -2.5101
H -1.5917 2.7093 4.3512
H 5.7135 -4.3092 -0.9492
H -2.3890 -1.5144 0.3811
H 0.2677 9.7616 -1.6448
```

5.
DFT (ωB97M-V with the def2-TZVPD basis set) results for a single C7H14 molecule.

LUMO energy   1.062 eV
Structure (SMILES)   C[C@@H]1[C@H](C)C1(C)C
Relative energy (zero: lowest compared OMol25 entry of this formula, charge and spin)   28.1 kcal/mol
Kohn-Sham gap   10.490 eV

XYZ file:
```
21
C7H14 ωB97M-V with the def2-TZVPD basis set
C -0.9522 1.2700 -1.5145
C -0.9409 -0.6412 1.9793
C 1.2085 -1.5412 0.0396
C -0.9220 -0.1929 0.5250
C -0.0392 -0.8634 -0.4998
C -0.0617 0.6375 -0.4491
C 1.2467 1.3924 -0.3012
H -1.2140 2.3062 -1.2664
H 1.8197 1.2506 -1.2309
H 0.0145 -0.6235 2.5058
H -1.9397 0.0257 0.2368
H -0.4635 1.2659 -2.4961
H 1.4742 -1.1630 1.0324
H 1.0858 2.4710 -0.1927
H 2.0726 -1.3586 -0.6099
H 1.8772 1.0515 0.5229
H -1.8886 0.7103 -1.6174
H -1.3073 -1.6806 2.0073
H -1.6633 -0.0508 2.5518
H 1.0736 -2.6232 0.1328
H -0.4658 -1.3406 -1.3831
```

6.
DFT (ωB97M-V with the def2-TZVPD basis set) results for a molecular structure, C36H37F3N4O3P2STeTi.

LUMO energy (spin up / spin down)   -3.004 / -2.998 eV
2S+1   2
Kohn-Sham gap (spin up / spin down)   6.925 / 6.899 eV
Charge   +1

XYZ file:
```
88
C36H37F3N4O3P2STeTi ωB97M-V with the def2-TZVPD basis set
Te -2.0135 -3.4182 0.8396
Ti 0.4029 1.2048 -0.3814
S 0.1030 3.8325 0.2445
P 0.5672 -1.1659 0.4358
P -1.8008 -0.1665 -0.2351
F -2.2570 4.4710 -0.7137
F -1.1215 2.9905 -1.8358
F -0.6057 5.1057 -1.9548
O 0.2831 5.0118 1.0020
O 1.2701 3.2562 -0.4650
O -0.5798 2.6677 0.8618
N 2.7433 2.4378 -2.9964
N 1.5216 0.6759 -2.0786
N -2.4723 -2.9632 5.7094
N 3.7576 0.3779 -2.7013
C -3.3786 0.0687 2.0654
C -3.1105 0.5499 0.7902
C 1.5941 3.1538 -3.5245
C 2.6123 -2.6503 1.6502
C -3.5020 -3.3241 4.9500
C 1.7184 -3.4992 -0.4273
C 0.1847 0.3153 2.8377
C 2.4486 1.8818 2.3808
C -1.0504 4.1658 -1.1403
C 2.1476 0.8202 1.5252
C -5.0586 1.7632 2.3601
C 2.6619 1.1614 -2.5861
C 0.4948 1.3572 3.6880
C -2.2130 -3.2499 2.9431
C 3.8832 -0.8672 -1.9582
C -3.8292 1.6413 0.3007
C -1.9366 -0.3918 -3.0085
C 4.7296 0.5427 -3.7767
C -3.8388 -1.2059 -4.2245
C 1.7361 -2.5265 0.5747
C 1.0206 0.0133 1.7558
C 2.5744 -4.5843 -0.3520
C -3.9507 -0.9866 -1.8324
C -1.0962 -1.5978 0.4949
C 3.4506 -4.7025 0.7201
C 3.9452 3.2430 -2.8321
C -4.3540 0.6741 2.8479
C 3.4691 -3.7409 1.7186
C -1.3077 -2.7614 5.0968
C -4.5455 -1.3309 -3.0366
C -2.6381 -0.5184 -1.8113
C -2.5334 -0.7339 -4.2122
C -3.4291 -3.4748 3.5701
C -4.7967 2.2467 1.0829
C 1.6240 2.1438 3.4585
C -1.1230 -2.9001 3.7294
H -5.3505 3.0930 0.6983
H -4.4404 -3.4912 5.4674
H 3.6812 4.1414 -2.2719
H -0.1426 -2.7476 3.2942
H -3.6376 2.0095 -0.7014
H 2.6191 -1.9029 2.4337
H -0.7102 -0.2731 2.9923
H -4.5639 0.2877 3.8370
H -5.5637 -1.6967 -3.0494
H -5.8172 2.2348 2.9707
H 3.3177 2.4991 2.1963
H -0.9192 -0.0134 -2.9978
H 1.3526 4.0046 -2.8916
H -4.3088 -1.4718 -5.1621
H 1.5066 -0.3321 -2.1783
H 3.5655 -1.7270 -2.5554
H 0.7383 2.4896 -3.5870
H 2.8221 0.5891 0.7009
H 4.1437 -3.8420 2.5581
H 4.3701 1.2628 -4.5050
H 1.8486 2.9703 4.1193
H 4.6942 2.6955 -2.2692
H 2.5531 -5.3442 -1.1217
H 4.1151 -5.5542 0.7814
H 4.3644 3.5452 -3.7937
H -1.9868 -0.6277 -5.1403
H 1.8361 3.5207 -4.5244
H -4.3129 -3.7420 3.0054
H 1.0171 -3.4126 -1.2503
H -0.1521 1.5743 4.5278
H -4.5040 -1.0810 -0.9061
H 3.2913 -0.8375 -1.0472
H 4.9276 -1.0118 -1.6828
H 5.7004 0.8663 -3.3985
H -2.8387 -0.7893 2.4455
H 4.8576 -0.4171 -4.2787
H -0.4756 -2.4820 5.7351
```

7.
DFT (ωB97M-V with the def2-TZVPD basis set) results for a single C2H6N2S molecule.

LUMO energy   0.853 eV
Structure (SMILES)   C/N=C/NS
Relative energy (zero: lowest compared OMol25 entry of this formula, charge and spin)   20.9 kcal/mol
Kohn-Sham gap   9.950 eV

XYZ file:
```
11
C2H6N2S ωB97M-V with the def2-TZVPD basis set
S -2.1321 -0.2248 -0.1335
N 1.6442 0.4883 -0.0791
N -0.6569 0.5682 0.1416
C 0.5519 -0.1145 0.1008
C 2.8428 -0.2991 -0.0246
H 0.4387 -1.1759 0.2822
H -2.5904 -0.1701 1.1556
H 3.5267 0.0646 0.7646
H -0.6244 1.5413 -0.1572
H 2.6935 -1.3824 0.1548
H 3.3908 -0.1951 -0.9584
```

8.
DFT (ωB97M-V with the def2-TZVPD basis set) results for a single C10H12N4O6S molecule.

LUMO energy   -0.055 eV
Structure (SMILES)   NC[C@@H]1C=C(c2cnco2)[C@@H]2CN1C(=O)N2OS(=O)(=O)O
Relative energy (zero: lowest compared OMol25 entry of this formula, charge and spin)   0.6 kcal/mol
Kohn-Sham gap   8.585 eV

XYZ file:
```
33
C10H12N4O6S ωB97M-V with the def2-TZVPD basis set
S 2.4332 -0.1938 -1.3995
O 3.5631 0.9556 -1.0621
O -0.5012 -3.3903 -0.5440
O 2.2419 1.5167 1.1716
O 2.7615 -0.9049 -2.6378
O 1.1239 0.4237 -1.4547
O 2.5812 -1.1307 -0.0457
N -2.0921 -3.0678 -2.0646
N 0.6170 0.5213 2.4978
N 1.7705 -0.7160 1.0552
N -1.0539 2.3986 3.8313
C -1.2326 -3.9155 -1.5763
C 0.4618 -0.9154 2.8576
C -0.9678 -2.1422 -0.3698
C 0.6882 -1.5379 1.4869
C -1.6260 1.4423 2.9000
C -1.9209 -1.9289 -1.3276
C -1.1327 0.0561 0.8454
C -0.5298 -1.1858 0.6372
C 1.6990 0.5194 1.6556
C -0.5757 1.1144 1.8557
H -0.5218 -1.1848 3.2261
H -0.8565 3.2888 3.3583
H 1.1723 -1.2874 3.5996
H -0.3014 2.0027 1.2520
H -1.1002 -4.9101 -1.9707
H 0.9148 -2.5834 1.4507
H 3.1710 1.3240 -0.2446
H -2.4410 -0.9865 -1.4181
H -0.1939 2.0304 4.2317
H -2.5576 1.8732 2.4283
H -1.9202 0.5717 3.4350
H -1.9771 0.3018 0.2044
```

9.
DFT (ωB97M-V with the def2-TZVPD basis set) results for 3 unconnected molecules or ions with the total composition C18H22F2NO7.

LUMO energy   -2.888 eV
Kohn-Sham gap   9.314 eV
Charge   +1

XYZ file:
```
50
C18H22F2NO7 ωB97M-V with the def2-TZVPD basis set
F 3.0690 6.0102 2.1942
F -6.1108 -4.5225 -0.1383
O 2.8298 1.7082 1.0178
O -4.1852 -3.9739 0.8959
O 2.4316 7.0038 0.2784
O 2.3017 5.1863 -1.0495
O -2.7901 -2.8725 2.2877
O 2.0576 7.2452 -1.9354
O -5.0176 -2.7918 2.6131
N -1.1878 -1.1882 0.7121
C -0.0255 -0.4616 0.0342
C 2.9370 0.0273 -1.8069
C -5.5320 -4.3910 1.0744
C -2.3416 -1.0234 -0.2577
C 4.0604 -2.4662 -0.6873
C 2.2474 6.5480 -0.9959
C 2.6786 4.7351 0.2499
C 2.9248 -0.2669 -0.3899
C -1.7198 -0.7287 -1.6673
C 4.0574 -2.1724 -2.1112
C -3.8995 -3.1820 1.9620
C -6.1315 -3.2512 1.8430
C 2.2536 5.8818 1.1208
C 2.2566 0.7500 0.5733
C 3.4697 -1.4828 0.2027
C 0.7635 0.4642 1.0130
C -0.5830 0.3270 -1.2303
C 3.5290 -0.9593 -2.6961
H 3.5518 -0.7415 -3.7847
H -6.9520 -3.5655 2.4854
H -0.8974 1.3866 -1.0847
H 1.2133 5.8348 1.4535
H 3.7571 4.5653 0.2772
H 0.2792 1.4747 1.1245
H 4.4809 -2.9327 -2.7995
H -2.9368 -0.1960 0.1971
H 2.4726 0.9817 -2.1377
H -2.3298 -0.1766 -2.4202
H 3.3978 -1.6048 1.3034
H -6.4814 -2.4453 1.1945
H -0.9424 -2.1814 0.6031
H -2.8017 -2.0377 -0.3188
H -5.5523 -5.3496 1.5974
H 0.4976 -1.3119 -0.4627
H 2.1723 3.8075 0.5041
H 0.1026 0.3020 -2.1184
H 4.4509 -3.4065 -0.2522
H 0.8118 0.0464 2.0596
H -1.2875 -1.5937 -2.2345
H -1.3500 -1.0083 1.7069
```